{
  "formula": "C37H38GeN3NaO2STe",
  "method": "the ωB97M-V functional and the def2-TZVPD basis",
  "homo_lumo_gap_ev": [5.086, 5.791],
  "e_lumo_ha": [0.0705, 0.0691],
  "multiplicity": 2,
  "de_lowest_kj_mol": 0.00,
  "total_charge": -1,
  "species": ["Na", "C", "N", "C", "S", "N", "C", "H", "H", "H", "H", "H", "H", "H", "H", "C", "Ge", "C", "C", "C", "C", "C", "C", "C", "C", "C", "C", "C", "C", "C", "C", "C", "C", "H", "H", "H", "H", "H", "H", "H", "H", "H", "H", "H", "H", "H", "H", "H", "C", "C", "C", "C", "C", "C", "Te", "C", "C", "C", "H", "H", "H", "H", "H", "H", "H", "H", "H", "H", "H", "O", "C", "N", "C", "O", "C", "C", "C", "C", "C", "C", "H", "H", "H", "H"],
  "positions_angstrom": [[3.56, 6.99, 20.16], [3.42, 12.88, 22.00], [2.67, 11.82, 21.35], [2.84, 10.47, 21.37], [2.19, 9.61, 20.07], [3.26, 9.82, 22.46], [3.50, 10.42, 23.74], [3.31, 13.81, 21.42], [4.46, 12.66, 22.00], [3.10, 13.08, 23.05], [2.25, 12.13, 20.49], [3.69, 8.91, 22.32], [2.79, 11.21, 23.99], [4.57, 10.88, 23.87], [3.48, 9.59, 24.44], [7.18, 5.57, 18.22], [5.36, 6.42, 17.73], [5.08, 5.47, 15.97], [5.90, 5.69, 14.86], [5.64, 5.17, 13.61], [4.52, 4.43, 13.37], [3.66, 4.12, 14.43], [3.99, 4.63, 15.73], [6.08, 8.07, 16.87], [7.37, 8.54, 17.06], [7.86, 9.76, 16.50], [7.07, 10.54, 15.66], [5.70, 10.24, 15.52], [4.80, 11.13, 14.83], [3.48, 10.76, 14.81], [3.05, 9.52, 15.39], [3.89, 8.66, 16.02], [5.24, 9.01, 16.15], [7.77, 5.70, 17.36], [7.05, 4.48, 18.48], [7.71, 6.12, 18.97], [6.77, 6.33, 14.96], [6.38, 5.35, 12.81], [4.16, 4.16, 12.35], [2.73, 3.55, 14.28], [3.25, 4.46, 16.51], [8.03, 7.96, 17.65], [8.88, 10.09, 16.66], [7.52, 11.46, 15.24], [5.14, 12.05, 14.41], [2.70, 11.34, 14.28], [2.03, 9.32, 15.24], [3.55, 7.77, 16.57], [5.37, 16.26, 21.27], [5.79, 14.82, 20.91], [6.68, 14.11, 21.71], [6.95, 12.75, 21.48], [7.94, 12.08, 22.37], [6.33, 12.11, 20.35], [6.69, 10.03, 20.04], [5.42, 12.85, 19.53], [4.61, 12.27, 18.41], [5.18, 14.18, 19.83], [5.69, 16.89, 20.45], [5.68, 16.42, 22.30], [4.26, 16.24, 21.27], [7.17, 14.50, 22.56], [8.72, 12.75, 22.69], [8.46, 11.16, 21.92], [7.46, 11.74, 23.26], [4.57, 11.20, 18.43], [5.04, 12.68, 17.43], [3.58, 12.63, 18.51], [4.49, 14.74, 19.17], [6.55, 9.42, 22.10], [6.18, 8.13, 22.36], [5.13, 7.61, 21.74], [4.87, 6.34, 22.29], [3.96, 5.64, 21.86], [5.86, 6.15, 23.37], [6.02, 5.26, 24.39], [6.98, 5.47, 25.39], [7.80, 6.62, 25.37], [7.69, 7.53, 24.36], [6.66, 7.30, 23.38], [5.30, 4.42, 24.48], [7.12, 4.76, 26.17], [8.49, 6.86, 26.12], [8.24, 8.44, 24.29]],
  "lowdin_spin": [0.000, 0.000, 0.000, 0.000, 0.000, 0.000, 0.000, 0.000, 0.000, 0.000, 0.000, 0.000, 0.000, 0.000, 0.000, 0.000, 0.000, 0.000, 0.000, 0.000, 0.000, 0.000, 0.000, 0.001, 0.003, 0.003, 0.000, 0.000, 0.000, 0.000, 0.000, 0.000, 0.000, 0.000, 0.000, 0.000, 0.000, 0.000, 0.000, 0.000, 0.000, 0.000, 0.000, 0.000, 0.000, 0.000, 0.000, 0.000, 0.000, 0.002, 0.000, 0.002, 0.000, 0.002, 0.059, 0.002, 0.000, -0.001, 0.000, 0.000, 0.000, 0.000, 0.000, 0.000, 0.000, 0.000, 0.000, 0.000, 0.000, 0.049, 0.214, 0.024, 0.110, 0.174, 0.102, -0.001, 0.088, 0.026, 0.049, 0.080, -0.002, 0.006, 0.000, 0.002]
}

{
  "formula": "C2H3ClF3O2P",
  "method": "the ωB97M-V functional and the def2-TZVPD basis",
  "homo_lumo_gap_ev": 9.937,
  "e_lumo_ha": 0.0020,
  "de_lowest_kj_mol": 100.17,
  "smiles": "OP(Cl)C(F)(F)F.C=O",
  "total_charge": 0,
  "species": ["O", "P", "Cl", "C", "F", "F", "F", "H", "C", "O", "H", "H"],
  "positions_angstrom": [[0.03, -0.86, -0.56], [-0.92, -0.37, 0.64], [-1.57, -2.11, 1.38], [-2.42, -0.08, -0.51], [-3.50, 0.30, 0.20], [-2.77, -1.15, -1.22], [-2.16, 0.91, -1.37], [0.98, -0.67, -0.45], [3.08, 1.01, 0.47], [2.79, 0.05, -0.17], [2.39, 1.47, 1.19], [4.06, 1.50, 0.39]],
  "mulliken_charge": [-0.384, 0.256, -0.211, 0.668, -0.229, -0.230, -0.239, 0.433, -0.057, -0.475, 0.201, 0.267]
}

{
  "formula": "CH6N4O",
  "method": "the ωB97M-V functional and the def2-TZVPD basis",
  "homo_lumo_gap_ev": [10.401, 5.938],
  "e_lumo_ha": [-0.2804, -0.3318],
  "de_lowest_kj_mol": 319.02,
  "total_charge": 2,
  "species": ["C", "N", "N", "N", "N", "O", "H", "H", "H", "H", "H", "H"],
  "positions_angstrom": [[15.42, -0.48, -0.18], [-15.78, -0.55, 0.03], [14.89, -0.03, 0.97], [-15.79, 0.63, 0.07], [13.79, 0.33, 0.32], [14.27, -0.22, -0.85], [16.32, -1.16, -0.19], [-15.73, -1.26, 0.88], [15.13, -0.03, 1.97], [-15.83, 1.13, 0.94], [-15.69, 1.17, -0.87], [12.20, 2.36, -0.75]],
  "mulliken_charge": [0.255, -0.194, 0.008, 0.172, 0.090, -0.076, 0.376, 0.373, 0.304, 0.285, 0.365, 0.043]
}